C10H21N3PPd | wB97M-V/def2-TZVPD

Calculated values
⟨S²⟩ = 6.0203
E_HOMO (alpha / beta) = -7.486 / -11.501 eV
M = 320.69 g mol⁻¹
strongest force on any atom = 5.89 eV/Å
E_tot = -27934.8442 eV
HOMO-LUMO gap (alpha / beta) = 0.186 / 0.218 Eh

Structure (ORCA input):
```
! wB97M-V def2-TZVPD RIJCOSX def2/J DEFGRID3
* xyz 1 5
C 0.5907 1.3256 -1.1565
C 1.0628 0.0261 -1.7228
C 2.1282 -0.4892 -0.9034
C 2.4199 0.4991 0.0676
C 1.3940 1.5836 -0.0820
Pd 0.4141 -0.1438 0.6141
P -1.4546 -1.3372 -0.5075
H -0.4235 1.7649 -1.3736
H 0.6614 -0.3872 -2.6498
H 2.8328 -1.3222 -1.1948
H 1.5239 2.4063 0.6961
H 3.4670 0.4441 0.5378
H -1.6629 -2.6305 -0.0332
H -1.4682 -1.5633 -2.0010
H -2.6984 -0.7846 -0.4049
C -3.0447 -1.5235 3.2066
N -3.0471 -0.0360 3.1477
C -4.3594 0.6561 3.3563
C -1.9561 0.6337 2.6382
N -0.7984 0.0375 2.3407
N -2.1392 1.9955 2.4573
C -2.3441 2.6898 3.7318
C -1.2672 2.7414 1.5481
H -4.0384 -1.9087 3.5017
H -2.2659 -1.9043 3.9298
H -2.8353 -2.0184 2.2071
H -4.4710 1.1010 4.3820
H -4.4494 1.4542 2.6015
H -5.1908 -0.0731 3.2285
H -0.6990 -0.8214 2.8764
H -1.9679 2.0738 4.6190
H -1.8130 3.6850 3.6528
H -3.4436 2.8410 3.7760
H -0.2665 3.0145 1.9376
H -1.1160 2.2317 0.5923
H -1.7357 3.7136 1.3161
*
```